{"formula": "C4H7NO2", "method": "wB97M-V/def2-TZVPD", "elements": ["C", "C", "N", "O", "C", "C", "O", "H", "H", "H", "H", "H", "H", "H"], "coordinates": [[-1.303, -1.088, -0.319], [-0.398, 0.087, -0.125], [-0.633, 1.095, 0.615], [-1.876, 0.978, 1.228], [0.966, -0.073, -0.700], [2.089, 0.581, -0.049], [1.697, -0.724, 0.346], [-2.145, -0.796, -0.949], [-0.758, -1.901, -0.804], [-1.700, -1.444, 0.634], [-1.950, 1.801, 1.725], [1.085, -0.507, -1.700], [3.073, 0.576, -0.504], [1.854, 1.415, 0.604]], "smiles": "C/C(=N\\O)[C@H]1CO1", "lumo_energy_ev": 1.03, "e_homo_ev": -9.57}

***

{"formula": "C4H7NO2", "method": "wB97M-V/def2-TZVPD", "elements": ["C", "C", "O", "C", "N", "C", "O", "H", "H", "H", "H", "H", "H", "H"], "coordinates": [[0.200, -1.433, -0.471], [0.537, 0.037, -0.453], [1.846, 0.243, -0.845], [-0.541, 1.023, -0.709], [0.060, 0.917, 0.618], [-0.705, 0.414, 1.678], [-1.894, 0.209, 1.649], [0.374, -1.808, -1.484], [-0.848, -1.599, -0.210], [0.843, -1.992, 0.216], [2.103, 1.121, -0.531], [-1.559, 0.654, -0.818], [-0.313, 1.951, -1.225], [-0.102, 0.261, 2.586]], "smiles": "C[C@@]1(O)CN1C=O", "lumo_energy_ev": 0.87, "e_homo_ev": -10.13}

***

{"formula": "C4H7NO2", "method": "wB97M-V/def2-TZVPD", "elements": ["C", "C", "C", "O", "C", "N", "O", "H", "H", "H", "H", "H", "H", "H"], "coordinates": [[-1.037, -1.104, 0.497], [-0.535, 0.046, -0.387], [-1.060, 1.406, 0.083], [-1.851, 1.564, 0.976], [0.978, 0.291, -0.117], [2.084, -0.373, -0.578], [1.165, 1.115, 0.771], [-0.534, -1.066, 1.466], [-2.113, -1.022, 0.690], [-0.844, -2.073, 0.029], [-0.922, -0.088, -1.411], [-0.647, 2.252, -0.504], [2.246, -0.784, -1.483], [2.909, -0.037, -0.090]], "smiles": "C[C@@H](C=O)C(N)=O", "lumo_energy_ev": 0.73, "e_homo_ev": -9.68}

***

{"formula": "C4H7NO2P", "method": "wB97M-V/def2-TZVPD", "elements": ["C", "C", "C", "C", "N", "O", "O", "P", "H", "H", "H", "H", "H", "H", "H"], "coordinates": [[-0.459, -0.490, -1.591], [0.438, 0.802, 1.267], [0.245, -1.154, -0.382], [0.989, -0.126, 0.455], [-1.339, 0.377, -1.376], [-0.951, 1.051, 1.326], [2.289, -0.253, 0.470], [-2.184, 1.008, -0.209], [-0.184, -0.949, -2.526], [1.081, 1.672, 1.551], [-0.540, -1.614, 0.171], [0.906, -1.902, -0.632], [2.709, -1.116, 0.061], [-1.643, 2.344, -0.525], [-1.355, 0.350, 1.942]], "total_charge": 1, "lumo_energy_ev": -4.43, "e_homo_ev": -13.49}

***

{"formula": "C4H7NO2S", "method": "wB97M-V/def2-TZVPD", "elements": ["C", "C", "C", "O", "N", "S", "C", "O", "H", "H", "H", "H", "H", "H", "H"], "coordinates": [[0.783, 1.748, 0.008], [0.569, 0.255, -0.003], [1.793, -0.622, 0.005], [1.503, -1.978, 0.002], [-0.556, -0.332, 0.001], [-1.989, 0.582, 0.000], [-3.102, -0.806, 0.000], [-4.291, -0.685, 0.003], [0.324, 2.190, -0.876], [0.319, 2.176, 0.885], [1.857, 1.993, -0.021], [2.410, -0.345, -0.886], [2.393, -0.337, 0.886], [0.518, -2.074, -0.008], [-2.532, -1.764, 0.004]], "smiles": "C/C(CO)=N\\SC=O", "lumo_energy_ev": 0.65, "e_homo_ev": -9.51}

***

{"formula": "C4H7NO2S", "method": "wB97M-V/def2-TZVPD", "elements": ["C", "C", "C", "C", "N", "O", "O", "S", "H", "H", "H", "H", "H", "H", "H"], "coordinates": [[-1.357, 0.652, -0.198], [-0.276, 1.536, -0.676], [1.898, 0.672, 0.654], [-1.223, -1.831, 0.009], [-0.808, -0.529, -0.456], [-2.356, 1.010, 0.342], [2.926, -0.186, 1.033], [0.980, 0.194, -0.679], [-0.584, 1.803, -1.731], [0.023, 2.542, -0.197], [1.442, 1.279, 1.381], [-1.522, -1.800, 1.021], [-2.044, -2.237, -0.572], [-0.299, -2.371, -0.256], [3.199, -0.733, 0.324]], "lumo_energy_ev": [0.27, 0.27], "e_homo_ev": [-7.94, -7.94]}

***

Q: Number 4 is which compound?
A: C4H7NO2P